[1]
ORCA calculation (wB97M-V/def2-TZVPD) on a molecular structure, C17H29ClCrSi2 in a non-equilibrium geometry.

Element x y z (Å)
C1 -3.09 0.41 -0.74
C2 -2.44 1.42 -1.57
C3 -1.74 2.32 -0.69
H1 -2.54 1.47 -2.65
C4 -1.93 1.87 0.66
C5 -2.76 0.69 0.63
H2 -3.17 0.17 1.49
H3 -3.79 -0.35 -1.05
H4 -1.19 3.21 -0.99
H5 -1.52 2.32 1.56
Cr1 -0.91 0.41 -0.51
Cl1 -1.02 -1.57 -1.67
C6 1.43 1.88 -3.63
C7 1.73 2.87 -2.63
C8 0.65 3.80 -2.58
H6 2.63 2.93 -2.04
C9 -0.31 3.40 -3.57
C10 0.16 2.21 -4.20
H7 -0.28 1.73 -5.07
H8 2.08 1.07 -3.94
H9 0.64 4.72 -2.01
H10 -1.17 3.99 -3.88
C11 0.78 -2.52 3.51
Si1 -0.58 -1.95 2.29
C12 -0.98 -3.49 1.25
C13 -2.07 -1.55 3.36
C14 -0.12 -0.49 1.24
Si2 1.58 -0.64 0.40
C15 2.06 -2.30 -0.33
C16 1.31 0.62 -0.95
C17 3.06 -0.07 1.41
H11 0.35 -3.22 4.25
H12 1.20 -1.68 4.08
H13 1.62 -3.04 3.03
H14 -1.10 -4.34 1.94
H15 -1.92 -3.34 0.71
H16 -0.20 -3.74 0.52
H17 -2.10 -0.49 3.61
H18 -3.00 -1.80 2.85
H19 -2.06 -2.11 4.30
H20 0.01 0.28 2.05
H21 1.44 -2.56 -1.21
H22 3.10 -2.20 -0.68
H23 2.01 -3.14 0.38
H24 1.11 1.64 -0.59
H25 2.29 0.64 -1.45
H26 0.63 0.34 -1.79
H27 2.92 0.96 1.78
H28 3.26 -0.71 2.28
H29 3.95 -0.07 0.78

Properties
- <S²>: 3.816
- Energy relative to the best compared isomer or geometry (same formula, charge and spin): 0.00 kJ/mol
- Net charge: -1
- Gap between HOMO and LUMO (alpha / beta): 5.6 / 5.6 eV
- Energy: -2748.86282 Ha
- Max |F|: 3.33 eV/A
- Multiplicity: 4
- HOMO level (alpha / beta): -3.016 / -3.020 eV
- Molar mass: 377.040 u


[2]
ORCA calculation (wB97M-V/def2-TZVPD) on 2 unconnected molecules or ions with the total composition C17H29F5NO5PSSi in a non-equilibrium geometry.

Element x y z (Å)
C1 -0.18 -3.61 4.24
C2 0.37 -3.04 2.80
O1 1.51 -2.14 3.08
C3 0.96 -4.22 1.79
N1 -0.18 -4.58 0.87
C4 0.00 -4.05 -0.54
C5 -1.31 -3.07 -0.87
O2 -2.13 -3.06 0.35
P1 -3.66 -2.24 0.11
C6 -3.77 -0.86 1.43
F1 -5.20 -0.73 1.79
F2 -3.03 -1.26 2.68
C7 -3.23 0.62 0.91
C8 -1.94 0.41 -0.08
Si1 -0.93 2.03 -0.43
C9 -1.88 3.66 0.01
C10 -0.62 2.03 -2.37
C11 0.87 1.96 0.35
C12 1.85 3.30 0.29
C13 3.40 3.24 0.89
C14 3.96 1.84 1.56
C15 2.96 0.53 1.65
C16 1.44 0.59 1.05
H1 -0.74 -2.70 4.78
H2 -0.92 -4.51 4.16
H3 0.77 -3.89 4.92
H4 -0.49 -2.40 2.31
H5 2.28 -2.74 3.36
H6 1.24 -5.16 2.45
H7 1.91 -3.79 1.25
H8 -0.43 -5.59 0.89
H9 0.01 -4.92 -1.35
H10 1.01 -3.46 -0.71
H11 -1.85 -3.44 -1.83
H12 -0.83 -2.01 -1.13
H13 -3.90 -1.81 -1.25
H14 -4.69 -3.23 0.44
H15 -2.88 1.22 1.85
H16 -4.07 1.20 0.32
H17 -2.38 0.04 -1.12
H18 -1.27 -0.46 0.34
H19 -1.80 3.84 1.17
H20 -1.34 4.58 -0.53
H21 -2.98 3.60 -0.39
H22 0.20 1.19 -2.56
H23 -1.57 1.72 -2.97
H24 -0.18 3.08 -2.69
H25 1.45 4.31 -0.20
H26 4.16 4.16 0.86
H27 5.08 1.81 1.96
H28 3.32 -0.48 2.13
H29 0.77 -0.37 1.12
C17 2.74 3.95 -5.75
F3 2.71 5.09 -6.51
F4 1.81 3.11 -6.29
F5 3.96 3.37 -5.99
S1 2.45 4.29 -3.93
O3 1.11 4.90 -3.86
O4 3.52 5.20 -3.52
O5 2.52 2.98 -3.27

Properties
- Energy relative to the best compared isomer or geometry (same formula, charge and spin): 1081.79 kJ/mol
- Net charge: 0
- Gap between HOMO and LUMO: 4.7 eV
- Energy: -2623.92006 Ha
- Max |F|: 4.67 eV/A
- Multiplicity: 1
- HOMO level: -7.503 eV
- Molar mass: 513.538 u


[3]
ORCA calculation (wB97M-V/def2-TZVPD) on a single C17H29N3O5 molecule.

Element x y z (Å)
C1 -4.49 -0.89 1.42
H1 -3.66 -1.38 0.92
H2 -5.18 -1.66 1.76
H3 -4.11 -0.36 2.29
C2 -5.22 0.09 0.49
C3 -6.43 0.67 1.22
H4 -6.10 1.26 2.08
H5 -7.00 1.32 0.57
H6 -7.08 -0.12 1.58
C4 -4.30 1.22 0.01
C5 -3.54 0.92 -1.28
N1 -2.54 -0.12 -1.14
C6 -1.25 0.16 -0.95
O1 -0.75 1.26 -0.98
N2 -0.42 -0.97 -0.72
C7 -0.79 -2.23 -0.44
O2 -1.93 -2.65 -0.45
C8 0.37 -3.17 -0.10
H7 0.81 -3.54 -1.03
H8 -0.03 -4.02 0.47
O3 1.37 -2.53 0.68
C9 2.63 -2.59 0.21
O4 2.98 -3.24 -0.74
C10 3.60 -1.94 1.19
N3 3.49 -0.49 1.18
C11 2.86 0.15 0.18
O5 2.34 -0.48 -0.72
C12 2.81 1.66 0.30
C13 2.57 2.30 -1.07
C14 2.48 3.81 -0.93
C15 1.35 4.18 0.02
C16 1.57 3.55 1.38
C17 1.66 2.03 1.24
H9 0.73 1.67 0.81
H10 1.80 1.56 2.22
H11 0.75 3.80 2.06
H12 2.50 3.93 1.82
H13 0.41 3.81 -0.39
H14 1.28 5.27 0.12
H15 2.31 4.26 -1.91
H16 3.43 4.21 -0.55
H17 1.64 1.91 -1.47
H18 3.38 2.02 -1.75
H19 3.76 2.02 0.72
H20 3.95 0.02 1.92
H21 3.37 -2.31 2.19
H22 4.61 -2.25 0.91
H23 0.58 -0.75 -0.73
H24 -2.84 -1.08 -1.04
H25 -3.01 1.82 -1.61
H26 -4.24 0.62 -2.07
H27 -3.58 1.47 0.79
H28 -4.90 2.11 -0.18
H29 -5.58 -0.46 -0.38

Properties
- Energy relative to the best compared isomer or geometry (same formula, charge and spin): 5.57 kJ/mol
- SMILES: CC(C)CCNC(=O)NC(=O)COC(=O)CNC(=O)C1CCCCC1
- Net charge: 0
- Gap between HOMO and LUMO: 10.0 eV
- Energy: -1205.75719 Ha
- Max |F|: 0.73 eV/A
- Multiplicity: 1
- HOMO level: -9.534 eV
- Molar mass: 355.435 u


[4]
ORCA calculation (wB97M-V/def2-TZVPD) on a molecular structure, C17H29N4O2PPtS in a non-equilibrium geometry.

Element x y z (Å)
Pt1 0.07 -1.58 0.66
C1 -3.14 5.39 -2.06
C2 -2.08 4.48 -1.52
C3 -0.76 4.59 -1.93
C4 0.22 3.74 -1.41
C5 -0.15 2.78 -0.48
C6 -1.47 2.66 -0.06
C7 -2.42 3.50 -0.58
S1 1.07 1.71 0.19
O1 2.38 2.11 -0.30
O2 0.94 1.68 1.64
N1 0.77 0.21 -0.28
C8 0.56 -0.22 -1.57
C9 0.68 0.43 -2.80
C10 0.39 -0.32 -3.93
C11 0.01 -1.66 -3.83
C12 -0.06 -2.23 -2.58
N2 0.22 -1.52 -1.48
H1 -2.75 6.03 -2.85
H2 -3.52 6.04 -1.27
H3 -3.98 4.83 -2.46
H4 -0.48 5.34 -2.65
H5 1.25 3.84 -1.71
H6 -1.73 1.92 0.69
H7 -3.45 3.42 -0.25
H8 0.99 1.46 -2.87
H9 0.47 0.14 -4.90
H10 -0.21 -2.25 -4.70
H11 -0.33 -3.27 -2.44
C13 -2.42 -2.61 2.76
P1 -1.34 -3.22 1.44
C14 -0.59 -4.73 2.10
C15 -2.45 -3.77 0.13
H12 -3.12 -3.40 3.06
H13 -2.99 -1.75 2.42
H14 -1.83 -2.31 3.63
H15 -1.36 -5.45 2.38
H16 0.01 -4.50 2.97
H17 0.06 -5.18 1.34
H18 -3.17 -4.49 0.52
H19 -1.88 -4.25 -0.67
H20 -3.00 -2.92 -0.29
N3 3.82 0.91 1.54
C16 3.66 -0.15 2.62
C17 2.31 -0.84 2.45
N4 2.21 -1.92 1.46
H21 4.66 1.47 1.68
H22 3.01 1.55 1.50
H23 3.88 0.52 0.60
H24 3.68 0.39 3.56
H25 4.53 -0.81 2.57
H26 1.61 -0.05 2.20
H27 1.97 -1.24 3.41
H28 2.62 -2.79 1.79
H29 2.60 -1.71 0.55

Properties
- <S²>: 2.006
- Energy relative to the best compared isomer or geometry (same formula, charge and spin): 57.63 kJ/mol
- Net charge: +2
- Gap between HOMO and LUMO (alpha / beta): 8.9 / 6.3 eV
- Energy: -1893.00507 Ha
- Max |F|: 1.05 eV/A
- Multiplicity: 3
- HOMO level (alpha / beta): -14.130 / -14.122 eV
- Molar mass: 579.564 u


Question: Which formula does entry 2 have?
Answer: C17H29F5NO5PSSi


Question: What is the energy relative to the best compared isomer or geometry (same formula, charge and spin) in the second record?
Answer: 1081.79 kJ/mol